(1)
C21H29Cl3CsIN5O3P2SbSe4Si as an isolated structure in a non-equilibrium geometry. Source: the OMol25 dataset; level of theory: ωB97M-V/def2-TZVPD.

```
! RIJCOSX wB97M-V def2-TZVPD def2/J DEFGRID3
* xyz -2 1
Cs 0.254 -0.427 0.108
N -3.980 0.510 0.407
P -2.859 0.902 -0.873
C -3.820 0.446 -2.367
C -5.087 -0.127 -2.333
C -5.731 -0.472 -3.514
C -5.113 -0.247 -4.736
C -3.844 0.317 -4.774
C -3.196 0.655 -3.596
C -3.094 2.712 -0.912
C -4.324 3.356 -0.776
C -4.396 4.739 -0.824
C -3.241 5.487 -1.033
C -2.019 4.854 -1.192
C -1.942 3.467 -1.122
C -3.831 -0.718 1.021
C -4.317 -0.968 2.313
C -4.131 -2.223 2.846
C -3.478 -3.201 2.100
C -3.030 -2.854 0.841
N -3.206 -1.648 0.302
H -4.245 1.269 1.016
H -5.563 -0.307 -1.377
H -6.716 -0.923 -3.478
H -5.615 -0.520 -5.657
H -3.348 0.485 -5.722
H -2.194 1.077 -3.631
H -5.230 2.771 -0.650
H -5.353 5.235 -0.713
H -3.301 6.568 -1.079
H -1.115 5.423 -1.373
H -0.986 2.972 -1.259
H -4.797 -0.179 2.877
H -4.475 -2.438 3.851
H -3.289 -4.188 2.499
H -2.486 -3.565 0.229
Se 2.977 4.519 -2.455
Sb 2.896 2.104 -2.669
Se 0.643 1.240 -3.318
Se 3.379 0.969 -0.488
Se 4.506 1.117 -4.294
N 1.644 2.607 1.965
C 0.446 2.222 2.420
O -0.364 1.583 1.763
C 0.172 2.590 3.873
I -1.905 2.753 4.276
H 2.022 2.263 1.067
H 2.292 3.071 2.577
H 0.627 3.536 4.152
H 0.542 1.794 4.517
Cl 2.846 -3.025 4.342
Si 1.613 -1.284 3.641
Cl 0.088 -2.543 2.590
Cl 0.494 -0.983 5.473
N 2.769 -3.784 1.207
C 3.417 -2.767 0.317
P 2.579 -3.103 -1.303
O 2.786 -4.584 -1.452
O 1.213 -2.509 -1.204
C 3.544 -2.132 -2.519
N 2.665 -1.388 -3.448
H 2.792 -4.671 0.684
H 1.781 -3.531 1.361
H 3.185 -3.842 2.141
H 4.480 -2.998 0.256
H 3.272 -1.763 0.712
H 4.216 -2.771 -3.089
H 4.126 -1.371 -1.990
H 1.931 -0.814 -2.975
H 2.164 -1.984 -4.101
H 3.250 -0.653 -3.977
*
```

Results
**ΔE to the lowest compared entry with this formula, charge and spin**: 94.3 kJ/mol
**E_tot**: -13834.2050 hartree

***

(2)
C10H14BN7O3Ti as an isolated structure in a non-equilibrium geometry. Source: the OMol25 dataset; level of theory: ωB97M-V/def2-TZVPD.

```
! RIJCOSX wB97M-V def2-TZVPD def2/J DEFGRID3
* xyz 0 3
H 0.965 3.680 -0.626
N 0.664 2.014 -1.883
B 0.246 0.544 -3.926
N 0.580 1.886 -3.244
C 0.864 3.062 -3.861
Ti 1.218 0.724 -0.327
H 0.914 3.128 -4.952
C 1.078 4.009 -2.863
H 1.336 5.056 -3.024
C 0.917 3.345 -1.651
H 0.375 0.569 -5.125
C -0.888 -2.102 3.438
H -0.353 -2.402 4.348
H -0.237 -2.384 2.596
H -1.801 -2.703 3.428
N -1.239 0.171 -3.663
N 1.163 -0.509 -3.262
N -1.660 0.018 -2.347
N 1.348 -0.630 -1.913
C -2.279 -0.079 -4.475
C 1.911 -1.412 -3.925
H -2.175 -0.003 -5.576
H 1.934 -1.400 -5.020
C -3.383 -0.412 -3.681
C 2.559 -2.196 -2.996
C -2.923 -0.318 -2.330
C 2.183 -1.716 -1.735
H -4.387 -0.695 -3.982
H 3.237 -3.016 -3.209
H -3.462 -0.479 -1.410
H 2.415 -2.021 -0.742
H -1.087 -0.590 4.079
O -0.494 -0.079 5.697
N 0.294 -1.063 5.664
O 1.441 -1.058 6.067
O -1.233 -0.819 3.163
*
```

Results
**ΔE to the lowest compared entry with this formula, charge and spin**: 475.1 kJ/mol
**E_tot**: -1872.5766 hartree

***

(3)
C23H41AlF5OP2Te as an isolated structure in a non-equilibrium geometry. Source: the OMol25 dataset; level of theory: ωB97M-V/def2-TZVPD.

```
! RIJCOSX wB97M-V def2-TZVPD def2/J DEFGRID3
* xyz 1 1
Al 3.868 1.595 -0.909
C -1.949 -1.190 3.639
C -1.621 -2.262 2.758
C 0.307 -1.573 3.795
C -0.758 -0.778 4.290
C -0.216 -2.464 2.819
C -3.305 -0.642 3.850
H -3.900 -0.709 2.930
H -3.263 0.410 4.164
H -3.842 -1.201 4.632
C -0.627 0.282 5.318
H -1.485 0.962 5.283
H 0.294 0.863 5.174
H -0.592 -0.158 6.325
C 1.702 -1.537 4.257
H 1.818 -1.970 5.262
H 2.062 -0.508 4.303
H 2.357 -2.081 3.572
C 0.551 -3.449 2.034
H 0.409 -4.473 2.415
H 1.623 -3.217 2.070
H 0.240 -3.441 0.978
C -2.566 -3.058 1.949
H -2.722 -4.054 2.392
H -2.191 -3.216 0.927
H -3.548 -2.571 1.895
C -1.368 2.202 0.410
C -1.977 1.098 0.880
C -2.439 -0.101 0.146
C -2.269 -0.013 -1.408
C -1.034 -0.595 -1.988
C 0.256 -0.366 -1.508
C 0.620 1.040 -0.954
C -0.466 2.172 -0.846
H -3.537 -0.155 0.313
H -2.405 1.042 -1.715
H -1.962 -1.013 0.539
H -1.044 2.279 -1.803
H -1.057 3.000 1.098
H -2.167 1.095 1.951
H 0.154 3.100 -0.769
H 1.131 0.884 0.018
H 0.763 -1.175 -0.923
H 1.359 1.510 -1.677
H -3.124 -0.537 -1.864
H -1.174 -1.414 -2.703
P -0.276 1.592 -3.682
C -0.492 3.290 -4.301
C -1.446 0.706 -4.799
P 1.933 -0.413 -3.052
C 1.376 0.989 -4.141
C 1.383 -1.723 -4.243
C 3.750 -0.392 -3.264
H 0.286 3.940 -3.880
H -1.476 3.661 -3.969
H -0.455 3.277 -5.398
H -1.229 1.016 -5.830
H -2.477 1.000 -4.553
H -1.381 -0.385 -4.715
H 3.980 -0.107 -4.299
H 4.126 -1.403 -3.067
H 4.341 0.319 -2.607
H 2.101 1.818 -4.095
H 1.279 0.619 -5.177
H 2.040 -2.594 -4.127
H 1.533 -1.367 -5.275
H 0.340 -2.068 -4.137
F 4.551 2.873 2.149
Te 2.852 2.025 2.205
F 1.023 1.324 2.210
F 3.314 0.999 3.836
F 2.277 3.371 3.449
F 2.354 3.150 0.714
O 3.484 0.866 0.727
*
```

Results
**ΔE to the lowest compared entry with this formula, charge and spin**: 468.1 kJ/mol
**E_tot**: -2668.2520 hartree

***

(4)
A 2-piece molecular cluster, C10H16 overall in a non-equilibrium geometry. Source: the OMol25 dataset; level of theory: ωB97M-V/def2-TZVPD.

```
! RIJCOSX wB97M-V def2-TZVPD def2/J DEFGRID3
* xyz 0 1
C -2.799 2.143 1.883
C -4.156 1.423 1.642
C -1.687 1.122 2.170
H -2.580 2.861 1.090
H -3.008 2.722 2.796
H -4.713 1.355 2.576
H -1.871 0.276 1.511
H -3.931 0.358 1.517
H -4.778 1.885 0.878
H -0.708 1.596 2.003
H -1.563 0.831 3.219
C 0.827 -2.821 -2.090
C 1.953 0.836 -0.127
C 1.546 0.803 -1.472
C 2.171 -0.378 0.500
C 1.223 -0.385 -2.111
C 1.731 -1.581 -0.079
C 1.250 -1.561 -1.367
H 1.915 1.819 0.327
H 1.589 1.723 -2.050
H 2.617 -0.402 1.488
H 1.097 -0.318 -3.185
H 1.786 -2.454 0.559
H 1.549 -3.619 -1.917
H 0.571 -2.659 -3.136
H -0.149 -3.151 -1.700
*
```

Results
**ΔE to the lowest compared entry with this formula, charge and spin**: 99.6 kJ/mol
**E_tot**: -390.5979 hartree
**SMILES**: Cc1ccccc1.CCC

***

(5)
C22H47NO4Si2Zn as an isolated structure in a non-equilibrium geometry. Source: the OMol25 dataset; level of theory: ωB97M-V/def2-TZVPD.

```
! RIJCOSX wB97M-V def2-TZVPD def2/J DEFGRID3
* xyz 0 1
O -1.457 -2.489 -3.337
O -2.494 -0.436 -4.692
C -0.172 -3.098 -3.248
C 0.377 -3.436 -1.876
H 0.517 -2.402 -3.752
H -0.228 -3.995 -3.883
H 0.507 -2.545 -1.243
H 1.366 -3.884 -2.018
H -0.236 -4.182 -1.360
C -2.261 -2.286 -2.168
C -3.598 -2.947 -2.358
H -2.398 -1.194 -2.074
H -1.766 -2.626 -1.250
H -4.137 -2.464 -3.180
H -4.191 -2.854 -1.442
H -3.471 -4.010 -2.582
C -3.605 0.473 -4.810
C -2.256 -1.269 -5.854
C -4.665 0.182 -3.776
H -4.034 0.404 -5.825
H -3.200 1.483 -4.675
H -5.190 -0.750 -4.014
H -5.401 0.992 -3.784
H -4.241 0.109 -2.767
C -3.227 -2.416 -5.930
H -1.226 -1.630 -5.755
H -2.314 -0.641 -6.763
H -3.098 -3.064 -5.056
H -3.019 -3.001 -6.831
H -4.259 -2.056 -5.981
H -1.145 -0.296 -3.635
Zn 1.040 1.336 -1.301
C -0.313 0.439 -3.213
Si 0.451 1.334 -4.703
H -0.879 1.097 -2.537
H 0.378 -0.247 -2.704
C 1.441 0.043 -5.639
C 1.551 2.801 -4.317
C -0.789 2.118 -5.885
C 2.922 1.739 -1.620
Si 3.912 1.756 -0.031
H 3.055 2.700 -2.140
H 3.294 0.968 -2.323
C 5.261 3.060 -0.198
C 4.697 0.087 0.319
C 2.826 2.148 1.458
H -0.239 2.833 -6.516
H -1.564 2.675 -5.344
H -1.284 1.396 -6.545
H 2.400 -0.144 -5.137
H 1.652 0.415 -6.652
H 0.904 -0.910 -5.725
H 2.577 2.483 -4.111
H 1.185 3.387 -3.462
H 1.573 3.461 -5.201
H 4.882 -0.465 -0.611
H 4.044 -0.526 0.956
H 5.656 0.220 0.840
H 2.192 1.290 1.724
H 2.169 3.008 1.275
H 3.458 2.383 2.329
H 6.024 2.935 0.583
H 4.851 4.076 -0.115
H 5.759 2.980 -1.174
O -1.182 -1.331 0.732
C -0.494 -0.370 0.359
O 0.620 -0.422 -0.325
C -0.973 1.030 0.704
C -1.918 1.261 1.701
C -2.258 2.577 2.014
C -1.651 3.613 1.297
C -0.730 3.312 0.291
N -0.403 2.034 -0.004
H -2.320 0.383 2.196
H -2.971 2.786 2.810
H -1.871 4.654 1.508
H -0.239 4.095 -0.296
*
```

Results
**ΔE to the lowest compared entry with this formula, charge and spin**: 2.9 kJ/mol
**E_tot**: -3580.5351 hartree

***

(6)
A single C9H11NO2 molecule in a non-equilibrium geometry. Source: the OMol25 dataset; level of theory: ωB97M-V/def2-TZVPD.

```
! RIJCOSX wB97M-V def2-TZVPD def2/J DEFGRID3
* xyz 0 1
O -1.293 -2.447 -2.818
O -2.255 -0.634 -1.761
C -1.239 -1.511 -1.999
C 0.039 -1.465 -1.244
C 1.602 -0.959 0.597
C -0.251 0.408 0.323
C 0.374 -0.741 -0.134
C 2.261 -0.025 1.243
C 0.340 1.356 1.227
N 1.649 1.182 1.659
C -3.641 -0.839 -2.304
C 2.309 2.216 2.482
H 0.778 -2.174 -1.552
H 2.098 -1.875 0.435
H -1.263 0.718 0.000
H 3.233 -0.254 1.562
H -0.201 2.180 1.501
H -4.416 -0.089 -1.993
H -4.111 -1.761 -1.905
H -3.673 -0.703 -3.383
H 1.697 3.113 2.394
H 2.586 1.974 3.584
H 3.378 2.328 2.088
*
```

Results
**ΔE to the lowest compared entry with this formula, charge and spin**: 307.7 kJ/mol
**E_tot**: -554.6941 hartree
**SMILES**: COC(=O)C=C1C=CN(C)C=C1